16
Properties=species:S:1:pos:R:3:forces:R:3 method="wB97M-V/def2-TZVPD" smiles="CCC=O.CO" de_lowest_kj_mol=113.32 fmax_ha_per_bohr=0.01067 homo_ev=-9.924 energy_ev=-8404.3726
C 1.03392 -1.93804 1.06172 0.04 -0.06 0.07
C 0.36031 -1.06896 -0.00246 -0.03 0.06 -0.02
C -1.13533 -1.18036 0.11609 -0.19 0.24 0.02
O -1.91820 -0.25447 0.15420 0.31 -0.42 -0.03
H 0.54720 -2.91811 1.12603 0.12 0.09 -0.01
H 0.97773 -1.47362 2.05112 -0.01 -0.06 -0.14
H 2.08592 -2.10322 0.82025 -0.11 0.04 0.06
H 0.65462 -0.01702 0.04369 -0.02 -0.23 0.02
H 0.63554 -1.43069 -1.00382 -0.12 0.02 0.13
H -1.51932 -2.22024 0.18980 0.01 0.09 0.01
C -0.11554 2.73447 -0.70982 0.21 0.49 0.12
O -0.47856 1.56676 -1.40205 -0.22 -0.06 0.06
H 0.29454 2.52688 0.29350 -0.09 -0.01 -0.19
H 0.66421 3.23258 -1.29271 -0.09 -0.03 0.10
H -0.95563 3.43821 -0.59569 0.15 -0.17 -0.03
H -1.13140 1.10582 -0.84986 0.05 0.00 -0.17



47
Properties=species:S:1:pos:R:3:forces:R:3 method="wB97M-V/def2-TZVPD" de_lowest_kj_mol=0.00 fmax_ha_per_bohr=0.06692 homo_ev=-9.547 energy_ev=-44605.0503
C -0.70335 -5.37043 -3.25908 0.14 0.23 -0.22
C -0.94334 -4.10317 -4.11056 0.38 -1.39 -0.27
O -0.34852 -2.92497 -3.55192 -0.16 0.16 -0.68
C -1.20311 -2.18212 -2.83237 2.07 2.03 -0.47
O -2.17519 -2.59266 -2.33227 -2.87 -1.50 1.16
C -0.78215 -0.72544 -2.67776 0.41 -0.54 -0.29
C 0.43353 -0.63048 -1.71247 -0.33 0.54 -0.92
C 0.59011 0.76622 -1.05468 1.15 -1.76 0.18
C 0.32548 0.80975 0.47657 -0.47 2.31 -1.43
C 1.19950 2.00811 0.95949 -0.43 -0.65 0.73
C 2.59095 1.60302 1.49599 0.23 0.50 0.53
O 3.17122 0.51463 0.77556 -0.30 -0.04 0.34
C 2.59965 1.37780 3.02451 0.17 0.24 -0.03
N 2.22452 2.62616 3.67949 0.01 -0.08 -0.27
O 0.52458 -0.41834 1.19545 -0.24 0.83 1.07
S -0.52817 -0.30853 2.42541 -0.92 0.72 -1.43
O -0.55912 -1.54240 3.06775 -0.37 -1.64 0.21
O -0.40351 0.85828 3.22727 0.80 0.79 0.30
O -1.79489 0.04246 1.48052 1.08 -0.35 1.00
C -1.24548 1.02601 0.58734 -0.10 -0.36 -2.55
C -1.79769 2.46878 0.57027 -0.66 -1.03 0.83
C -2.53802 2.93548 1.82048 0.11 -1.35 -0.40
O -2.52381 4.07451 2.07101 0.16 3.15 0.65
O -3.25847 2.08438 2.61653 0.57 -0.70 -0.40
H -1.61567 -5.96027 -3.15155 0.08 0.13 0.11
H 0.04644 -5.99757 -3.75056 -0.09 0.02 0.14
H -0.30695 -5.11164 -2.27457 -0.24 0.00 -0.05
H -0.44863 -4.27553 -5.07055 0.05 0.41 0.12
H -2.00246 -3.97291 -4.33634 0.08 0.33 0.36
H -1.65814 -0.16979 -2.33807 0.08 -0.19 0.15
H -0.53731 -0.35821 -3.68188 0.17 0.14 0.25
H 1.31613 -0.77550 -2.34115 -0.02 -0.27 0.28
H 0.38722 -1.45872 -1.00164 0.08 0.30 0.16
H 1.62988 1.07251 -1.19394 -0.13 -0.08 -0.03
H -0.01549 1.49902 -1.59794 -0.12 0.06 0.46
H 1.36349 2.72117 0.14815 -0.29 -0.30 -0.15
H 0.61032 2.55103 1.70385 0.56 0.04 0.21
H 3.24344 2.47067 1.33672 -0.13 -0.07 0.07
H 3.40609 -0.14076 1.44406 -0.01 -0.11 -0.33
H 1.97194 0.52667 3.31772 0.10 0.10 -0.11
H 3.61967 1.14705 3.35983 -0.06 -0.06 -0.34
H 2.75580 2.79370 4.52012 -0.28 -0.04 0.08
H 1.22855 2.69263 3.83799 0.12 -0.06 0.26
H -1.56817 0.63908 -0.38314 -0.15 -0.17 0.32
H -1.04838 3.22825 0.35370 0.11 -0.21 0.18
H -2.51777 2.52778 -0.25404 -0.03 -0.01 0.21
H -2.71473 1.95426 3.41069 -0.34 -0.08 0.02



16
Properties=species:S:1:pos:R:3:forces:R:3 method="wB97M-V/def2-TZVPD" smiles="O=CN1CCCC1" de_lowest_kj_mol=67.52 fmax_ha_per_bohr=0.02556 homo_ev=-9.381 energy_ev=-8868.5128
O 1.41279 2.71837 0.58497 0.28 -0.11 0.10
C 0.36724 2.11269 0.60651 0.04 0.21 -0.09
N 0.16452 0.86393 0.10986 -0.63 0.40 0.26
C -1.10530 0.20171 0.35158 -0.24 -0.97 0.86
C -1.03078 -1.04250 -0.52747 0.32 -0.12 -0.68
C 0.47485 -1.33776 -0.64932 0.74 0.29 -0.05
C 1.19484 -0.15062 0.01720 0.07 -0.14 -0.38
H -0.54411 2.56759 1.04226 -0.03 -0.09 -0.23
H -1.97863 0.82108 0.17755 0.10 0.25 -0.27
H -1.17835 -0.13914 1.40499 0.11 0.21 -0.19
H -1.41282 -0.82341 -1.52933 -0.09 -0.01 0.18
H -1.55675 -1.91331 -0.15547 -0.31 0.10 0.24
H 0.84189 -2.24846 -0.17951 -0.41 -0.19 0.01
H 0.78913 -1.37875 -1.69091 -0.15 -0.11 -0.06
H 1.51970 -0.42192 1.02593 0.22 0.07 -0.02
H 2.04180 0.17051 -0.58884 -0.01 0.21 0.32